Here is C37H42F3N3SW as an isolated structure in a non-equilibrium geometry from the Open Molecules 2025 dataset. Energies are from ωB97M-V/def2-TZVPD.

Last column: Mulliken spin population.
Geometry (Å):
W -0.234561 0.076132 0.785143  1.82
C -3.375549 -0.374396 -2.736828  0.00
C -3.018238 1.108342 -2.904895  0.00
C -1.664931 1.273399 -3.593937  0.00
C -3.285495 1.813966 -1.578357  0.00
C -4.565448 2.364765 -1.453319  0.00
C -5.009840 2.956249 -0.290233  0.00
C -4.187392 2.974421 0.823920  0.00
C -2.915315 2.428705 0.766270  -0.09
C -2.160327 2.284151 2.074402  0.06
C -0.680864 2.688328 2.124629  0.01
C -2.354587 0.841709 2.535454  -0.01
C -2.469045 1.876384 -0.443004  0.06
N -1.057838 1.475841 -0.509203  -0.04
C -0.318792 2.343114 -1.143176  0.07
C 1.052582 2.210484 -1.495908  0.04
C 1.586951 3.239655 -2.293500  0.03
C 2.849628 3.138034 -2.825336  -0.04
C 3.593588 1.984815 -2.577680  0.04
C 3.095652 0.967077 -1.789733  -0.05
C 1.827427 1.063503 -1.216491  0.06
N 1.341486 0.054757 -0.367591  -0.11
C 2.170501 -1.147729 -0.232889  0.08
C 2.032598 -2.216869 -1.153723  -0.02
C 2.755637 -3.373170 -0.871172  0.00
C 3.614540 -3.467253 0.207309  0.01
C 3.824272 -2.361479 1.003301  -0.01
C 3.133445 -1.166814 0.802579  -0.10
C 3.585535 -0.028086 1.735177  0.02
C 2.710370 0.130974 2.966754  0.05
C 3.895928 1.350448 1.154056  0.00
C 1.280206 -2.266931 -2.494638  0.01
C 1.806146 -1.305505 -3.566476  0.00
C -0.241283 -2.215525 -2.457718  0.01
H -3.292255 -0.898594 -3.689268  0.00
H -4.393461 -0.496396 -2.367469  0.00
H -2.703369 -0.857375 -2.022925  0.00
H -3.746867 1.543648 -3.592112  0.00
H -0.850382 0.788137 -3.063804  0.00
H -1.410092 2.323261 -3.755927  0.00
H -1.721289 0.804588 -4.576988  0.00
H -5.221776 2.330299 -2.314010  0.00
H -5.998868 3.390889 -0.244240  0.00
H -4.539155 3.410774 1.750684  0.00
H -2.662685 2.929323 2.796925  -0.01
H 0.049391 1.943148 1.710583  0.03
H -0.353344 2.821636 3.155171  0.00
H -0.476629 3.598642 1.562371  0.00
H -2.023291 0.140455 1.730036  -0.02
H -3.409641 0.577296 2.607479  0.00
H -1.855671 0.612984 3.474349  0.00
H -0.823023 3.241521 -1.493288  -0.01
H 0.974748 4.108858 -2.499977  0.00
H 3.254719 3.931335 -3.437150  0.00
H 4.582951 1.882977 -3.004149  0.00
H 3.697023 0.090430 -1.602170  0.00
H 2.654737 -4.220501 -1.537092  0.00
H 4.156006 -4.384699 0.393779  0.00
H 4.560710 -2.411623 1.795854  0.00
H 4.542609 -0.394842 2.111773  0.00
H 1.735851 0.565206 2.704112  0.01
H 3.178759 0.813313 3.677878  0.00
H 2.548719 -0.826930 3.456904  0.00
H 3.000420 1.913506 0.882708  0.00
H 4.552143 1.301217 0.288780  0.00
H 4.414686 1.928782 1.919533  0.00
H 1.523266 -3.262389 -2.869815  0.00
H 1.431262 -0.291282 -3.440913  0.00
H 1.461247 -1.652884 -4.541066  0.00
H 2.895527 -1.277330 -3.594828  0.00
H -0.610369 -1.284588 -2.026800  0.01
H -0.661266 -3.056227 -1.909559  0.00
H -0.622497 -2.265730 -3.478757  0.00
F -3.433183 -3.876423 1.941202  0.00
C -2.291419 -4.371370 2.444769  -0.01
F -2.597624 -5.272480 3.374234  0.00
F -1.642007 -4.991620 1.449256  0.00
C -1.445524 -3.257936 3.021009  0.01
C -1.150538 -3.196030 4.367110  0.01
C -0.407039 -2.125139 4.861581  0.00
C 0.039378 -1.165871 3.986356  0.01
N -0.207482 -1.239801 2.664235  0.04
C -0.962351 -2.246387 2.193009  0.06
S -1.272904 -2.061151 0.480617  -0.05
H -1.511328 -3.970504 5.030934  0.00
H -0.180066 -2.042710 5.914182  0.00
H 0.606292 -0.314920 4.331745  0.00

Force components x, y, z for each atom (eV/Å):
W 0.55 -1.06 -0.24
C 0.03 0.01 0.01
C 0.01 -0.09 0.04
C -0.05 0.07 -0.02
C -0.03 0.09 -0.02
C 0.05 0.03 -0.04
C -0.01 0.02 0.04
C -0.03 0.01 -0.01
C 0.04 -0.03 -0.04
C 0.03 -0.02 0.01
C -0.15 -0.03 -0.03
C 0.01 0.18 -0.01
C -0.04 -0.01 0.03
N -0.19 0.19 -0.11
C -0.04 -0.07 -0.10
C 0.04 -0.03 0.00
C -0.01 -0.01 0.01
C 0.01 0.00 0.00
C 0.00 0.02 -0.02
C -0.07 -0.04 0.00
C 0.03 0.06 -0.07
N -0.19 -0.10 0.33
C 0.10 0.05 0.02
C -0.01 0.02 0.04
C 0.00 -0.01 0.01
C 0.00 -0.01 0.01
C 0.02 -0.02 0.01
C -0.06 -0.06 -0.01
C 0.03 0.02 -0.03
C -0.04 0.01 0.02
C -0.01 -0.01 0.00
C 0.01 0.00 -0.03
C 0.02 -0.02 0.02
C 0.01 0.01 -0.03
H 0.01 -0.01 0.00
H -0.01 0.01 -0.01
H -0.04 0.01 -0.01
H -0.01 -0.05 0.01
H 0.09 -0.11 0.05
H 0.01 0.00 0.03
H 0.00 0.02 0.00
H 0.00 0.00 0.01
H 0.00 0.00 0.00
H 0.00 0.00 0.00
H 0.01 0.01 -0.01
H 0.16 0.14 0.14
H 0.02 -0.02 0.00
H 0.04 -0.01 -0.01
H -0.64 -0.10 0.41
H -0.01 0.03 0.02
H 0.02 -0.04 -0.02
H 0.00 -0.02 -0.04
H 0.00 0.00 0.00
H 0.00 0.00 0.00
H 0.00 0.00 0.00
H 0.01 -0.01 -0.01
H 0.01 0.00 0.01
H 0.00 -0.01 0.00
H 0.00 0.01 0.00
H 0.00 0.02 -0.02
H 0.01 0.01 0.00
H 0.00 -0.01 0.00
H -0.01 -0.01 0.01
H -0.01 0.00 -0.01
H 0.01 0.00 0.00
H -0.01 0.01 0.00
H -0.01 0.02 0.00
H -0.02 0.08 0.03
H 0.01 0.00 0.01
H 0.01 0.01 0.01
H 0.01 0.07 -0.01
H -0.01 0.00 0.00
H -0.01 0.01 0.00
F 0.06 -0.04 0.02
C -0.02 -0.02 -0.01
F 0.00 0.04 -0.06
F -0.04 0.02 0.05
C 0.01 -0.01 -0.01
C 0.01 0.00 0.00
C 0.00 0.01 -0.02
C 0.01 -0.02 0.03
N 0.03 0.27 -0.28
C 0.08 -0.06 -0.02
S 0.20 0.55 -0.08
H 0.00 0.00 0.00
H 0.00 0.00 0.00
H 0.01 0.01 -0.01

As for the electronic energy: -2363.73507 a.u. The charge is +2. The calculation puts the energy above the lowest of the compared OMol25 structures with the same formula, charge and spin at 0.000 eV. The value obtained for the molar mass is 801.665 u. For the HOMO energy (spin up / spin down), the calculation gives -14.1 / -14.2 eV. The spin multiplicity is 3. As for the expectation value of S²: 2.08. For the largest force on an atom, the calculation gives 1.22 eV Å⁻¹. The HOMO-LUMO gap (spin up / spin down) is 6.41 / 6.88 eV.

***

Here is C37H42MnN8O3SSe as an isolated structure in a non-equilibrium geometry from the Open Molecules 2025 dataset. Energies are from ωB97M-V/def2-TZVPD.

Last column: Mulliken spin population.
Geometry (Å):
Mn 1.255757 -1.611810 2.119184  3.93
C -2.066230 -0.336551 4.610950  -0.04
C -1.188843 -0.930135 3.547246  0.24
N 0.132810 -1.048823 3.730516  0.18
N 0.697247 -0.608818 4.880561  -0.03
C 2.023021 -0.677169 5.087936  0.04
N 2.513659 -0.076175 6.217389  0.02
S 3.046673 -1.446635 3.994087  0.11
C -1.688306 -1.407271 2.314605  0.14
C -3.061910 -1.607863 2.026082  0.07
C -3.438157 -2.195804 0.850992  0.03
C -2.451505 -2.567623 -0.074133  0.19
C -1.133989 -2.295856 0.238738  -0.06
N -0.741403 -1.750024 1.381658  0.16
H -1.675014 0.628526 4.943463  0.01
H -2.133322 -1.004876 5.471999  0.02
H -3.068406 -0.160383 4.236933  0.00
H 0.119340 -0.093320 5.542269  0.00
H 1.926286 -0.039399 7.037784  0.00
H 3.490371 -0.253164 6.388478  0.00
H -3.807178 -1.320904 2.749515  0.01
H -4.481898 -2.371900 0.636162  0.00
H -2.707701 -3.042090 -1.007468  0.00
H -0.349175 -2.554680 -0.466628  0.01
O -0.929981 -5.045717 2.706168  0.00
C -0.459109 -5.601241 1.572596  0.00
C -1.076114 -6.752329 1.089561  0.00
C -0.622997 -7.362854 -0.061789  0.00
C 0.457201 -6.833867 -0.756668  0.00
C 1.065765 -5.685466 -0.301490  -0.01
C 0.619429 -5.051439 0.858820  0.00
C 1.259221 -3.812595 1.315057  -0.03
O 1.117948 -3.421161 2.532767  -0.03
N 1.983557 -3.174275 0.417954  0.07
N 2.437824 -1.983893 0.806074  -0.13
C 3.114078 -1.223543 -0.021508  0.08
C 3.449358 0.109191 0.345407  0.00
C 4.475908 0.817498 -0.290574  0.01
C 4.804696 2.097899 0.095151  0.00
C 4.109999 2.703055 1.139697  0.01
C 3.069584 2.047046 1.764988  -0.01
C 2.678249 0.755089 1.368911  0.00
O 1.597988 0.209397 1.847987  -0.02
H -0.312280 -4.324308 2.956563  0.00
H -1.897735 -7.160431 1.655499  0.00
H -1.100181 -8.266523 -0.411829  0.00
H 0.828752 -7.333879 -1.637851  0.00
H 1.910452 -5.254915 -0.815054  0.00
H 3.392114 -1.615710 -0.995705  0.00
H 5.025269 0.323316 -1.078401  0.00
H 5.612455 2.622058 -0.394590  0.00
H 4.382769 3.701105 1.451330  0.00
H 2.525722 2.517235 2.570717  0.00
C 0.476089 4.782854 1.001696  0.00
C 0.100873 5.012334 -0.455538  0.00
C 1.275257 4.826482 -1.414742  0.00
C 1.662021 3.362498 -1.623248  0.00
N 0.666999 2.633410 -2.366214  0.00
C -0.152616 1.666090 -1.870529  0.00
Se -0.305005 1.203349 -0.130606  0.00
N -0.853693 1.125801 -2.906769  0.00
C -1.701714 -0.036888 -2.839470  0.01
C -3.189104 0.305713 -2.881026  0.00
C -3.668652 0.953825 -1.587657  -0.01
C -5.144988 1.308857 -1.669908  0.00
C -0.498607 1.771924 -4.067522  0.00
C -0.917467 1.613493 -5.377369  0.00
C -0.332149 2.427121 -6.334156  0.00
C 0.638360 3.364459 -5.996654  0.00
C 1.058521 3.530925 -4.687568  0.00
C 0.476085 2.725489 -3.723650  0.00
H -0.386448 4.973597 1.636780  0.00
H 1.286202 5.446970 1.298418  0.00
H 0.787240 3.754286 1.161237  0.00
H -0.281058 6.029637 -0.572109  0.00
H -0.700593 4.322019 -0.727399  0.00
H 2.150405 5.353307 -1.030761  0.00
H 1.016744 5.264288 -2.381779  0.00
H 1.799873 2.864088 -0.661702  0.00
H 2.604285 3.308744 -2.177886  0.00
H -1.478819 -0.561423 -1.906755  -0.01
H -1.444945 -0.684731 -3.684452  0.00
H -3.743335 -0.619738 -3.048594  0.00
H -3.383774 0.974135 -3.723317  0.00
H -3.084940 1.854588 -1.393464  0.00
H -3.493361 0.268756 -0.756001  0.01
H -5.319219 2.019364 -2.475906  0.00
H -5.485445 1.750715 -0.737684  0.00
H -5.735491 0.416499 -1.865249  0.00
H -1.674357 0.891595 -5.642915  0.00
H -0.633387 2.331224 -7.366396  0.00
H 1.071228 3.977380 -6.772740  0.00
H 1.806914 4.260972 -4.428503  0.00

Force components x, y, z for each atom (eV/Å):
Mn -0.89 3.83 2.99
C 0.18 -0.22 -0.21
C -0.31 0.16 0.31
N -0.30 -0.43 -0.43
N 0.46 0.69 1.06
C -0.13 -0.27 -0.50
N -0.31 -0.06 -0.01
S 0.36 0.18 0.69
C 0.06 0.02 -0.01
C -0.02 0.11 0.00
C 0.17 0.10 0.09
C 0.17 0.10 -0.06
C -0.34 -0.26 -0.44
N -0.59 -0.11 0.07
H -0.05 0.06 0.03
H -0.05 0.03 0.16
H -0.03 0.03 0.03
H 0.19 -0.15 -0.31
H 0.06 0.04 -0.03
H -0.08 -0.06 0.00
H -0.09 -0.02 0.06
H -0.10 -0.02 0.02
H 0.04 -0.05 -0.10
H 0.00 0.07 0.05
O 0.04 0.01 0.06
C 0.23 0.17 -0.08
C -0.08 -0.05 0.08
C -0.02 0.11 0.18
C 0.14 -0.06 -0.17
C -0.08 -0.05 0.09
C -0.13 -0.23 0.15
C 1.18 -1.22 -1.48
O -0.26 -0.86 0.51
N -0.68 -2.35 -1.50
N 2.19 1.19 -2.01
C -0.55 -0.76 0.81
C -0.31 0.72 0.59
C -0.07 -0.06 0.06
C 0.24 -0.09 -0.25
C -0.25 -0.24 0.10
C -0.02 0.07 0.01
C 0.31 -0.25 -0.61
O 0.15 0.32 0.50
H -0.21 -0.14 -0.01
H -0.14 -0.04 0.06
H -0.06 -0.06 -0.02
H 0.03 0.00 -0.11
H 0.04 0.02 -0.09
H 0.06 -0.24 0.11
H 0.11 -0.02 -0.13
H 0.04 0.01 -0.04
H 0.00 0.08 0.08
H -0.12 0.02 0.03
C -0.11 0.00 -0.18
C 0.15 0.07 0.01
C -0.23 -0.17 0.01
C 0.38 0.51 0.26
N -0.33 -0.41 -0.11
C -0.23 -0.08 0.56
Se -0.01 -0.06 0.09
N 0.40 0.35 0.12
C -0.49 -0.39 -0.06
C 0.28 0.07 0.28
C -0.18 0.01 -0.23
C 0.22 -0.03 0.07
C 0.38 0.42 -0.43
C 0.01 -0.04 0.16
C 0.03 0.03 -0.12
C -0.01 0.01 -0.12
C -0.03 -0.08 0.18
C -0.30 -0.15 -0.71
H -0.01 0.00 0.15
H 0.09 0.10 0.09
H 0.03 -0.12 0.06
H -0.08 -0.03 -0.03
H -0.09 0.04 -0.06
H 0.07 0.08 -0.02
H 0.10 0.05 -0.04
H -0.02 -0.09 -0.13
H -0.05 -0.10 0.03
H 0.09 0.07 -0.12
H 0.09 0.04 0.08
H -0.06 -0.05 -0.09
H -0.08 -0.02 -0.10
H 0.08 -0.01 0.09
H 0.10 0.05 0.04
H -0.11 0.08 -0.07
H -0.13 0.07 0.07
H -0.17 -0.08 -0.03
H -0.05 -0.08 -0.03
H -0.04 -0.01 -0.07
H 0.04 0.05 -0.05
H 0.12 0.11 0.03

As for the electronic energy: -6049.56686 a.u. The calculation puts the energy above the lowest of the compared OMol25 structures with the same formula, charge and spin at 2.889 eV. The value obtained for the molar mass is 812.761 u. For the HOMO energy (spin up / spin down), the calculation gives -5.4 / -7.1 eV. The spin multiplicity is 6. As for the expectation value of S²: 8.81. For the largest force on an atom, the calculation gives 4.94 eV Å⁻¹. The HOMO-LUMO gap (spin up / spin down) is 5.28 / 6.62 eV.